(1)
{"formula": "FH3N3P3", "method": "ωB97M-V with the def2-TZVPD basis set", "symbols": ["N", "N", "N", "F", "P", "P", "P", "H", "H", "H"], "coordinates": [[-1.526, -0.688, -0.385], [0.692, 0.161, -1.479], [0.235, 0.531, 0.980], [0.601, 0.941, 2.383], [-0.919, -0.439, -1.796], [-1.230, -0.515, 1.230], [1.530, 0.141, 0.031], [1.170, 0.296, -2.346], [-1.981, 0.752, 1.166], [1.429, -1.180, 0.215]], "mulliken_charge": [-0.13, -0.27, 0.04, -0.30, 0.14, 0.10, 0.06, 0.26, 0.08, 0.02], "homo_ha": -0.3316, "e_above_lowest_kcal_mol": 64.0, "orbital_gap_ha": 0.319}

(2)
{"formula": "FH3NOPS", "method": "ωB97M-V with the def2-TZVPD basis set", "symbols": ["N", "O", "F", "P", "S", "H", "H", "H"], "coordinates": [[-0.573, 1.308, 0.140], [2.237, -0.978, 0.027], [-3.033, 1.172, -0.176], [-1.703, 0.281, 0.002], [-2.392, -1.535, 0.056], [0.267, 0.754, 0.262], [2.645, -0.217, 0.474], [2.553, -0.785, -0.785]], "mulliken_charge": [-0.63, -0.63, -0.22, 0.77, -0.27, 0.35, 0.32, 0.30], "homo_ha": -0.3740, "e_above_lowest_kcal_mol": 63.7, "orbital_gap_ha": 0.364}

(3)
{"formula": "FH3NOPS", "method": "ωB97M-V with the def2-TZVPD basis set", "symbols": ["N", "O", "F", "P", "S", "H", "H", "H"], "coordinates": [[0.883, -0.655, -0.567], [0.105, 0.620, 1.304], [-0.359, 1.545, -0.805], [-0.543, 0.005, -0.038], [-2.348, -0.779, -0.024], [0.911, -0.969, -1.505], [1.549, 0.014, -0.420], [-0.198, 0.219, 2.056]], "mulliken_charge": [-0.50, -0.45, -0.34, 0.76, -0.32, 0.26, 0.28, 0.31], "homo_ha": -0.3688, "e_above_lowest_kcal_mol": 15.1, "orbital_gap_ha": 0.388}

(4)
{"formula": "FH3P2S2", "method": "ωB97M-V with the def2-TZVPD basis set", "symbols": ["F", "P", "P", "S", "S", "H", "H", "H"], "coordinates": [[-2.150, -1.741, -0.565], [0.592, 0.106, 0.137], [-1.779, -0.795, 0.756], [-3.009, 0.699, 0.826], [2.231, 1.392, -0.287], [1.209, -0.807, -0.684], [1.117, -0.247, 1.467], [1.790, 1.393, -1.651]], "mulliken_charge": [-0.27, 0.07, 0.33, -0.26, -0.30, 0.13, 0.13, 0.16], "homo_ha": -0.3255, "e_above_lowest_kcal_mol": 30.4, "orbital_gap_ha": 0.273}